This record from the OMol25 dataset describes 8 unconnected molecules or ions with the total composition C50H54F7NO2 in a non-equilibrium geometry. The level of theory is wB97M-V/def2-TZVPD.

Properties
Net charge: 0
Lowest unoccupied orbital energy (Ha): 0.0196
Gap between HOMO and LUMO (eV): 9.7
HOMO energy (eV): -9.13
SMILES: CCCC[C@@H](COC)OCN.Fc1ccccc1.Fc1ccccc1.Fc1ccccc1.Fc1ccccc1.Fc1ccccc1.Fc1ccccc1.Fc1ccccc1

Geometry (Å):
1 C -3.52858 -1.07017 0.14267
2 C -2.07087 -1.46214 0.52870
3 C -1.01667 -0.35834 0.25073
4 C -1.42044 1.07501 0.70596
5 C -0.82274 1.50989 2.07727
6 C -1.18770 3.04624 2.25555
7 O -1.90083 3.26669 3.45126
8 C -3.30109 3.30157 3.25115
9 O -1.40120 0.80656 3.17108
10 C -0.57011 -0.27593 3.59037
11 N -1.36061 -1.14920 4.45629
12 H -4.18925 -1.92764 -0.03893
13 H -3.93345 -0.45119 0.96679
14 H -3.46246 -0.41110 -0.74564
15 H -1.79496 -2.32756 -0.11026
16 H -2.04518 -1.85183 1.56360
17 H -0.85738 -0.32015 -0.84447
18 H -0.04716 -0.66293 0.68600
19 H -2.50710 1.25845 0.74136
20 H -1.01168 1.77590 -0.05323
21 H 0.27957 1.38583 2.08906
22 H -1.72460 3.37185 1.34905
23 H -0.27024 3.66455 2.30074
24 H -3.69522 4.08016 3.93046
25 H -3.79513 2.33815 3.49121
26 H -3.60935 3.56758 2.22326
27 H 0.34348 0.08296 4.10449
28 H -0.23429 -0.89891 2.74221
29 H -1.87550 -0.53605 5.08669
30 H -2.09151 -1.51126 3.84644
31 F -7.09648 1.66761 0.19890
32 C -7.65445 0.46791 -0.04278
33 C -8.81553 0.11543 0.62107
34 C -9.39220 -1.12205 0.36651
35 C -8.79745 -1.99401 -0.53848
36 C -7.62834 -1.62715 -1.19392
37 C -7.05485 -0.38651 -0.94958
38 H -9.25936 0.80468 1.32793
39 H -10.30462 -1.40661 0.87402
40 H -9.24659 -2.95993 -0.73216
41 H -7.16280 -2.30740 -1.89539
42 H -6.14900 -0.08027 -1.45679
43 F 1.71512 -2.72437 0.75022
44 C 2.53870 -2.35054 -0.24992
45 C 3.13487 -1.10243 -0.20400
46 C 3.98751 -0.71835 -1.23060
47 C 4.22545 -1.58128 -2.29418
48 C 3.61565 -2.82954 -2.32962
49 C 2.77059 -3.22122 -1.29924
50 H 2.93115 -0.44101 0.62926
51 H 4.46543 0.25233 -1.20124
52 H 4.88657 -1.28123 -3.09617
53 H 3.79724 -3.49883 -3.15896
54 H 2.29371 -4.19313 -1.30582
55 F -7.26181 2.62267 9.10383
56 C -6.13173 2.49462 8.38573
57 C -6.10723 1.62129 7.31341
58 C -4.94096 1.49387 6.57022
59 C -3.81353 2.23145 6.91298
60 C -3.85241 3.10118 7.99583
61 C -5.01986 3.23919 8.73546
62 H -6.99300 1.04991 7.06699
63 H -4.91103 0.81917 5.72405
64 H -2.90375 2.12748 6.33340
65 H -2.97329 3.67225 8.26459
66 H -5.07191 3.91783 9.57710
67 F 5.78260 -0.43843 -4.89732
68 C 5.05865 -0.01230 -5.95231
69 C 3.73482 0.34050 -5.76368
70 C 2.99154 0.78312 -6.84971
71 C 3.57636 0.85773 -8.10874
72 C 4.90649 0.49497 -8.28219
73 C 5.65623 0.06151 -7.19686
74 H 3.29512 0.26773 -4.77668
75 H 1.95672 1.06908 -6.71441
76 H 2.99370 1.19921 -8.95492
77 H 5.36032 0.54932 -9.26310
78 H 6.69596 -0.21752 -7.31070
79 F -0.95949 4.09890 -2.66764
80 C -1.25088 5.24723 -2.03005
81 C -0.78512 6.44399 -2.54329
82 C -1.09144 7.62795 -1.88502
83 C -1.84906 7.60066 -0.71938
84 C -2.30583 6.38988 -0.21371
85 C -2.00987 5.20568 -0.87516
86 H -0.19013 6.44431 -3.44751
87 H -0.73900 8.57158 -2.28046
88 H -2.08297 8.52457 -0.20585
89 H -2.89231 6.36753 0.69601
90 H -2.36476 4.25433 -0.50216
91 F 3.88359 -5.14587 -4.79850
92 C 5.00907 -5.31048 -5.52009
93 C 5.14156 -6.42968 -6.32130
94 C 6.30076 -6.59412 -7.06774
95 C 7.31444 -5.64528 -6.99657
96 C 7.16780 -4.52828 -6.18317
97 C 6.00602 -4.35483 -5.44296
98 H 4.34439 -7.16106 -6.35729
99 H 6.41393 -7.46192 -7.70421
100 H 8.21915 -5.77775 -7.57634
101 H 7.95856 -3.79167 -6.12476
102 H 5.87078 -3.48619 -4.81020
103 F 6.71972 -1.21752 1.76142
104 C 6.12016 -1.91021 2.74686
105 C 6.74320 -2.01272 3.97757
106 C 6.12025 -2.72407 4.99492
107 C 4.89020 -3.33103 4.76747
108 C 4.27921 -3.22278 3.52393
109 C 4.89426 -2.50373 2.50753
110 H 7.70443 -1.53974 4.13311
111 H 6.59401 -2.80545 5.96455
112 H 4.40832 -3.88833 5.56090
113 H 3.32327 -3.69813 3.34494
114 H 4.42937 -2.40228 1.53600